1.
Here is a 7-piece molecular cluster, C14H40Cl2O6S6 overall from the Open Molecules 2025 dataset. Energies are from ωB97M-V/def2-TZVPD.

Total energy (Eh): -4318.12539
Orbital gap (eV): 8.64
LUMO level (eV): 0.34
HOMO (eV): -8.3
Net charge: 0
Relative energy (zero: lowest compared OMol25 entry of this formula, charge and spin) (kJ/mol): 0.0
Spin multiplicity: 1

Element x y z (Å)
C (4.036, -1.513, -2.552)
S (3.169, -2.860, -1.799)
O (4.174, -3.311, -0.796)
C (1.927, -1.903, -0.919)
H (3.420, -1.097, -3.336)
H (4.952, -1.941, -3.047)
H (4.232, -0.779, -1.793)
H (2.357, -1.025, -0.484)
H (1.284, -2.519, -0.274)
H (1.316, -1.528, -1.750)
C (-3.621, 3.864, 3.990)
S (-3.443, 3.665, 2.164)
O (-2.277, 2.732, 2.066)
C (-4.990, 2.819, 1.712)
H (-2.748, 4.399, 4.274)
H (-3.896, 2.951, 4.510)
H (-4.406, 4.552, 4.290)
H (-5.405, 3.242, 0.723)
H (-5.752, 2.991, 2.490)
H (-4.766, 1.764, 1.664)
C (-2.111, 1.860, -3.734)
S (-2.987, 1.929, -2.197)
O (-3.273, 0.501, -1.842)
C (-1.630, 2.466, -1.174)
H (-1.389, 2.645, -3.696)
H (-2.944, 1.977, -4.437)
H (-1.705, 0.788, -3.724)
H (-0.717, 1.963, -1.533)
H (-1.895, 2.314, -0.112)
H (-1.525, 3.543, -1.251)
C (-1.423, -3.715, -3.716)
S (-2.088, -2.260, -2.919)
O (-0.982, -1.250, -3.203)
C (-3.422, -1.823, -4.049)
H (-0.512, -3.956, -3.189)
H (-1.189, -3.474, -4.751)
H (-2.174, -4.521, -3.611)
H (-3.938, -1.014, -3.518)
H (-4.091, -2.689, -4.153)
H (-3.008, -1.471, -4.995)
C (6.027, 1.132, 2.044)
S (5.008, -0.235, 1.481)
O (4.353, 0.029, 0.173)
C (6.333, -1.386, 1.255)
H (5.413, 1.992, 1.706)
H (6.942, 1.250, 1.544)
H (6.097, 0.987, 3.114)
H (5.956, -2.383, 0.949)
H (6.628, -1.484, 2.317)
H (7.108, -1.028, 0.611)
C (-2.450, -1.179, 2.996)
S (-1.376, -2.526, 3.322)
O (-2.179, -3.734, 3.703)
C (-0.921, -2.678, 1.570)
H (-3.275, -1.447, 2.288)
H (-1.884, -0.235, 2.551)
H (-2.919, -0.864, 3.934)
H (-1.728, -2.567, 0.885)
H (-0.471, -3.652, 1.501)
H (-0.240, -1.818, 1.525)
Cl (1.280, 3.439, 0.231)
C (0.821, 1.845, 0.967)
C (1.862, 1.476, 1.929)
Cl (1.600, -0.091, 2.692)
H (0.864, 1.176, 0.032)
H (-0.170, 1.917, 1.286)
H (1.933, 2.224, 2.667)
H (2.826, 1.527, 1.396)

2.
Here is one molecule with the formula C2H4N2S2 from the Open Molecules 2025 dataset. Energies are from ωB97M-V/def2-TZVPD.

Total energy (Eh): -984.43222
Orbital gap (eV): 7.98
LUMO level (eV): -1.14
HOMO (eV): -9.1
Net charge: 0
Relative energy (zero: lowest compared OMol25 entry of this formula, charge and spin) (kJ/mol): 217.0
Spin multiplicity: 1

Element x y z (Å)
H (-1.677, 1.293, -0.368)
N (-1.681, 0.352, 0.130)
C (-0.521, -0.199, 0.216)
N (-0.346, -1.136, 1.285)
C (0.616, 0.315, -0.545)
S (1.755, -0.809, -1.083)
S (1.012, 1.999, -0.740)
H (-1.346, -1.265, 1.414)
H (-0.029, -2.223, 0.908)
H (2.217, 1.673, -1.219)

3.
Here is C13H27CsN3OSSe2Si2 as an isolated structure from the Open Molecules 2025 dataset. Energies are from ωB97M-V/def2-TZVPD.

Total energy (Eh): -6551.28442
Orbital gap (eV): 6.13
LUMO level (eV): 2.01
HOMO (eV): -4.1
Net charge: -1
Relative energy (zero: lowest compared OMol25 entry of this formula, charge and spin) (kJ/mol): 1.0
Spin multiplicity: 1

Element x y z (Å)
Cs (-0.927, -1.518, -0.170)
C (3.901, 1.867, 1.870)
Si (2.928, 0.577, 0.835)
C (1.732, 1.395, -0.278)
C (2.065, -0.437, 2.113)
H (3.218, 2.580, 2.373)
H (4.487, 2.455, 1.198)
H (4.612, 1.379, 2.546)
H (1.638, 0.656, -1.136)
H (2.056, 2.395, -0.603)
H (0.762, 1.581, 0.174)
H (2.573, -0.261, 3.056)
H (1.887, -1.446, 1.876)
H (1.094, 0.071, 2.198)
Se (1.621, -4.910, -0.189)
N (3.441, -4.546, 0.165)
C (3.706, -3.315, -0.077)
C (5.023, -2.707, -0.076)
C (5.097, -1.406, -0.205)
C (3.872, -0.575, -0.448)
N (2.591, -1.217, -0.625)
C (2.537, -2.501, -0.547)
N (1.496, -3.228, -1.058)
H (5.884, -3.346, -0.071)
H (6.004, -0.842, -0.355)
H (4.171, 0.026, -1.355)
C (-5.381, 1.833, 1.543)
Si (-4.653, 0.164, 1.142)
C (-3.205, -0.022, 2.282)
C (-5.927, -1.154, 1.602)
Se (-4.086, -0.238, -0.960)
H (-5.366, 2.113, 2.589)
H (-6.357, 1.896, 1.103)
H (-4.702, 2.570, 1.163)
H (-3.363, 0.186, 3.394)
H (-2.351, 0.599, 2.074)
H (-2.911, -1.034, 2.173)
H (-6.513, -0.949, 2.479)
H (-5.562, -2.152, 1.798)
H (-6.695, -1.376, 0.835)
C (-0.678, 0.292, -3.792)
S (-0.040, 1.912, -3.340)
C (-1.655, 2.463, -2.780)
O (0.431, 2.600, -4.569)
H (-1.443, -0.147, -3.169)
H (0.043, -0.467, -3.997)
H (-1.120, 0.392, -4.776)
H (-2.268, 1.674, -2.356)
H (-2.180, 2.825, -3.625)
H (-1.490, 3.293, -2.021)

4.
Here is one molecule with the formula C4H5NO2 from the Open Molecules 2025 dataset. Energies are from ωB97M-V/def2-TZVPD.

Total energy (Eh): -360.48477
Orbital gap (eV): 9.75
LUMO level (eV): 0.98
HOMO (eV): -8.8
Net charge: 0
Relative energy (zero: lowest compared OMol25 entry of this formula, charge and spin) (kJ/mol): 484.8
Spin multiplicity: 1

Element x y z (Å)
C (2.125, 0.483, 0.013)
N (2.257, -0.804, -0.124)
O (0.823, -1.201, -0.244)
C (-0.111, -0.251, -0.126)
C (-1.373, 0.136, -0.719)
C (-1.365, -0.361, 0.754)
O (0.865, 0.926, 0.043)
H (2.857, 1.061, 0.447)
H (-1.387, 1.306, -0.973)
H (-1.927, -0.366, -1.577)
H (-1.401, -1.444, 1.081)
H (-1.364, 0.515, 1.426)